Here is 15 unconnected molecules or ions with the total composition C30H64Cl28NO at a distorted geometry from the OMol25 dataset. Energies are from ωB97M-V/def2-TZVPD.

Results
E_HOMO: -11.5803 eV
total charge: +1
relative energy (zero: lowest compared OMol25 entry of this formula, charge and spin): 4.52 kcal/mol
largest force on an atom: 1.1 eV/A
2S+1: 1
HOMO-LUMO gap: 0.3330 Eh

Each line ends with the Mulliken charge.
CARTESIAN COORDINATES (ANGSTROEM)
Cl  -5.5095  2.3725  -6.2504  -0.174
Cl  3.6952  -0.1530  3.2510  -0.249
Cl  2.8990  -3.4274  -2.5490  -0.178
Cl  -1.1549  7.8918  1.4989  -0.185
Cl  -5.1371  -6.4849  1.1143  -0.207
Cl  2.4365  -4.0800  3.9359  -0.219
Cl  -3.1185  6.9765  4.1221  -0.221
Cl  -5.5318  8.3499  8.2729  -0.190
Cl  -2.3108  1.2650  -6.6566  -0.173
Cl  -3.3106  0.3852  -2.4289  -0.204
Cl  2.1919  -7.9527  2.5260  -0.155
Cl  -4.9341  -9.7678  -1.3754  -0.167
Cl  -6.0472  -3.3371  0.1362  -0.234
Cl  5.4977  -8.6596  1.9482  -0.173
Cl  -5.7738  11.6084  7.3052  -0.183
Cl  0.6338  -5.6215  -6.4931  -0.180
Cl  2.8248  2.3750  5.4296  -0.182
Cl  5.7296  9.1311  2.6551  -0.164
Cl  -2.1092  -7.8866  -1.3728  -0.112
Cl  5.6132  -5.2277  3.4858  -0.190
Cl  3.1068  7.4269  0.6637  -0.170
Cl  -1.6731  -2.7657  0.3552  -0.045
Cl  5.9514  5.6464  0.1601  -0.190
Cl  0.2255  -0.0156  0.8033  -0.258
Cl  -2.3485  -3.9945  -6.7794  -0.115
Cl  -3.1706  -2.8821  -3.3851  -0.030
Cl  7.7056  8.7403  -0.0762  -0.172
Cl  -0.3973  -4.2833  -2.5404  -0.133
O  -0.0365  3.3099  1.6907  -0.400
N  3.4758  3.0658  1.9403  0.009
C  -4.7239  10.3548  6.5986  -0.417
C  -4.3895  2.7883  -7.5736  -0.403
C  -1.8567  -5.4942  -7.6120  -0.492
C  -4.4556  -1.7087  -3.7724  -0.679
C  -2.3064  -9.5155  -0.6795  -0.552
C  3.5294  -3.7220  2.5700  -0.283
C  1.7808  1.0467  4.8391  -0.116
C  4.4079  -4.8941  2.2187  -0.128
C  7.4831  8.8160  2.6423  -0.457
C  -1.8890  -1.5397  1.6206  -0.643
C  -4.7072  -4.3280  -0.5097  0.391
C  8.1685  9.4816  1.4779  -0.473
C  -3.4907  1.6358  -7.9418  -0.479
C  4.2275  7.6058  -0.7086  -0.223
C  -0.9698  -6.3587  -6.7526  -0.459
C  -2.1057  6.3891  1.6567  -0.252
C  2.9867  -9.5465  2.6020  -0.459
C  2.5417  -0.2382  4.6230  -0.245
C  4.4056  -9.4621  3.1064  -0.482
C  0.5182  -3.5670  -3.8897  0.104
C  -3.3970  6.6120  2.3998  -0.455
C  -3.2575  -10.3595  -1.4879  -0.424
C  2.3242  3.4938  1.0622  -0.056
C  1.9451  -4.0509  -3.9245  -0.684
C  -1.5303  -0.1647  1.1226  -0.043
C  -5.3703  8.9934  6.6191  -0.027
C  1.1444  4.0221  1.8894  -0.124
C  4.8392  6.2794  -1.0890  -0.557
C  -5.0335  -5.7969  -0.5274  -0.102
C  -3.9098  -0.3167  -3.9593  -0.037
H  -1.3212  -9.9777  -0.6672  0.325
H  1.8418  -1.0382  4.3887  0.191
H  -4.2427  -6.3340  -1.0461  -0.064
H  -4.5257  10.6499  5.5699  0.278
H  -1.4155  -6.5447  -5.7788  0.255
H  7.8849  9.2051  3.5755  0.350
H  9.2465  9.3724  1.5739  0.321
H  -1.7876  0.5798  1.8745  0.350
H  -4.0046  5.7103  2.3605  0.329
H  -6.3591  9.0157  6.1698  0.328
H  -2.6466  -9.4034  0.3462  0.308
H  3.1053  -0.5213  5.5069  0.418
H  -3.8249  -4.1239  0.0882  0.021
H  4.4632  -8.9231  4.0481  0.313
H  4.9779  8.3401  -0.4325  0.115
H  -4.9265  -2.0446  -4.6948  0.330
H  -1.2845  -1.8307  2.4762  0.341
H  2.9441  -9.9891  1.6110  0.320
H  -2.9190  1.8860  -8.8329  0.340
H  0.9513  5.0395  1.5901  0.172
H  -4.5193  -3.9811  -1.5228  -0.184
H  -3.8155  3.6573  -7.2658  0.303
H  -3.2535  -11.3802  -1.1108  0.321
H  2.4321  -3.6984  -4.8317  0.387
H  0.1743  2.4089  1.4660  0.096
H  2.8976  -3.4687  1.7197  0.305
H  -2.7693  -6.0341  -7.8553  0.301
H  5.4176  6.3848  -2.0043  0.374
H  -5.9752  -5.9932  -1.0330  0.343
H  -5.0007  3.0639  -8.4303  0.308
H  1.0115  0.8946  5.5924  0.401
H  2.7094  4.3080  0.4724  -0.334
H  -0.8019  -7.3157  -7.2418  0.394
H  2.0003  -5.1347  -3.9063  0.332
H  4.1167  -2.8472  2.8341  0.195
H  -3.9691  7.4293  1.9705  0.330
H  -4.7569  8.2873  6.0635  -0.091
H  2.0806  2.6801  0.4004  0.407
H  -3.7848  10.3562  7.1444  0.325
H  3.6790  2.0901  1.7504  0.248
H  3.2498  3.1462  2.9308  0.181
H  3.6550  7.9965  -1.5474  0.345
H  4.9586  -4.6782  1.3052  0.305
H  0.4642  -2.4852  -3.7951  0.331
H  0.0089  -3.8543  -4.8007  -0.203
H  7.6298  7.7396  2.6259  0.283
H  -5.1969  -1.7458  -2.9770  0.378
H  3.8273  -5.7974  2.0620  -0.006
H  -1.4884  5.6471  2.1536  0.082
H  7.9337  10.5406  1.4270  0.324
H  -2.0552  0.0793  0.2033  0.008
H  4.3087  3.6172  1.7552  0.285
H  4.7954  -10.4663  3.2597  0.345
H  -3.0952  -0.3009  -4.6755  0.081
H  1.3742  4.0552  2.9537  0.313
H  4.0711  5.5289  -1.2556  0.343
H  2.3951  -10.1593  3.2792  0.304
H  -2.9778  -10.3787  -2.5374  0.301
H  -1.3635  -5.2175  -8.5394  0.324
H  -2.9361  -1.5587  1.9183  0.340
H  -2.3173  6.0403  0.6478  0.344
H  -4.6951  0.3420  -4.3215  0.159
H  -4.0613  0.7337  -8.1433  0.311
H  1.3005  1.3815  3.9217  -0.080